C20H52NNbO3PS2 as an isolated structure, computed with ωB97M-V with the def2-TZVPD basis set.

Properties
Net charge = -1
HOMO energy = -3.883 eV
LUMO energy = 2.37 eV
Electronic energy = -61719.947 eV
Frontier orbital gap = 0.2298 Eh

Geometry (Å):
Nb -0.70 -0.55 -3.34
S 3.35 4.42 -0.93
S 2.01 2.51 -2.79
P -1.27 -2.43 -1.70
O -3.58 -2.46 2.40
O -0.78 4.87 0.33
O 2.96 -4.09 0.31
N 3.62 1.82 -0.61
C -0.41 -1.53 0.89
C -0.37 1.87 -1.30
C 3.45 0.44 1.50
C 0.38 2.94 -2.10
C 3.86 0.58 -1.38
C -4.70 -1.62 2.69
C -0.11 -2.50 -0.26
C 5.33 0.17 -1.37
C -2.94 -2.18 -0.93
C -2.35 6.51 1.18
C -0.78 7.05 -0.71
C -5.87 -2.45 3.19
C 3.32 -6.37 1.06
C -4.32 -0.53 3.67
C -1.49 1.19 -2.10
C 1.80 -5.85 -0.89
C 2.35 -5.37 0.45
C 2.90 1.60 0.67
C 3.04 2.88 -1.34
C -1.60 5.97 -0.03
H -0.78 2.36 -0.41
H -0.26 6.64 -1.58
H -0.13 0.98 -4.16
H 1.29 -6.81 -0.79
H -0.03 7.45 -0.02
H -0.20 3.19 -3.00
H 5.95 1.00 -1.72
H 1.83 1.45 0.48
H -2.20 0.76 -1.37
H -6.75 -1.83 3.37
H 2.76 -0.41 1.52
H -0.11 5.17 0.95
H -3.02 7.32 0.90
H 0.51 3.87 -1.54
H 5.68 -0.11 -0.38
H 5.48 -0.68 -2.04
H -6.14 -3.22 2.47
H -1.64 6.89 1.92
H -2.33 -0.65 -4.24
H -2.02 1.95 -2.68
H -2.93 -2.45 0.12
H -4.01 -0.97 4.62
H 3.69 -6.00 2.02
H 1.51 -5.21 1.14
H 0.35 1.12 -0.97
H 3.61 0.75 2.53
H -1.48 -1.42 1.08
H -1.41 7.88 -1.04
H 2.85 -7.34 1.21
H 4.18 -6.50 0.39
H -3.48 0.05 3.28
H -2.32 5.56 -0.74
H 0.00 -0.54 0.68
H -3.30 -2.88 3.21
H 0.89 -2.27 -0.65
H 3.57 0.75 -2.42
H -0.07 -3.53 0.11
H 3.21 -0.23 -1.04
H 2.99 2.53 1.23
H -5.61 -2.94 4.13
H -3.30 -1.16 -1.07
H 0.04 -1.88 1.83
H -3.63 -2.86 -1.43
H -4.96 -1.18 1.73
H 4.39 0.07 1.11
H -2.94 5.72 1.65
H -5.15 0.14 3.86
H -0.09 -1.36 -4.88
H 3.70 -4.19 -0.31
H 1.04 -0.80 -2.74
H 2.62 -5.96 -1.60
H 1.10 -5.12 -1.30